Record 1
11
Properties=species:S:1:pos:R:3:nbo_charge:R:1 method="wB97M-V/def2-TZVPD" total_charge=0 homo_energy_ev=-9.55 relative_energy_ev=0.539 smiles="O=c1cc[nH]cn1"
O -2.08 -1.73 0.28 -0.55
C -1.19 -0.91 0.19 0.60
C 0.03 -1.12 -0.59 -0.34
C 0.91 -0.13 -0.71 0.03
N 0.81 1.06 0.00 -0.59
C -0.35 1.21 0.77 0.29
N -1.31 0.37 0.82 -0.49
H 0.21 -2.07 -1.09 0.24
H 1.77 -0.14 -1.36 0.21
H 1.70 1.30 0.39 0.41
H -0.51 2.16 1.29 0.19


Record 2
53
Properties=species:S:1:pos:R:3:nbo_charge:R:1 method="wB97M-V/def2-TZVPD" total_charge=0 homo_energy_ev=-7.85 relative_energy_ev=0.388
Pd -0.70 -0.64 1.35 0.68
N 3.17 -0.57 2.55 -0.79
C 1.87 -0.41 2.30 0.70
O 1.43 -0.53 1.14 -0.64
C 0.92 -0.06 3.42 -0.56
C -0.30 0.66 2.82 -0.52
H 3.76 -0.90 1.81 0.41
H 3.52 -0.57 3.50 0.40
H 1.41 0.50 4.22 0.21
H 0.60 -1.03 3.84 0.27
H -0.05 1.64 2.42 0.17
H -1.09 0.76 3.57 0.20
N -0.58 3.27 0.02 -0.86
C -1.64 3.01 -0.94 -0.35
C -1.51 1.63 -1.56 0.78
O -2.35 1.18 -2.30 -0.61
O -0.42 0.97 -1.22 -0.67
H -0.26 4.23 -0.01 0.38
H 0.12 1.56 -0.66 0.51
H -0.88 3.06 0.97 0.38
H -1.60 3.74 -1.76 0.23
H -2.65 3.07 -0.52 0.21
N -3.00 -1.51 -0.84 -0.76
C -3.61 -0.61 -0.08 0.36
S -2.91 -0.02 1.36 -0.16
N -4.83 -0.21 -0.51 -0.58
C -5.74 0.73 0.02 0.14
C -7.09 0.47 -0.15 -0.24
C -8.05 1.36 0.30 -0.19
C -7.66 2.54 0.93 -0.22
C -6.31 2.81 1.09 -0.21
C -5.34 1.92 0.63 -0.18
H -2.11 -1.92 -0.54 0.46
H -3.37 -1.77 -1.73 0.39
H -5.20 -0.73 -1.29 0.40
H -7.40 -0.46 -0.62 0.21
H -9.10 1.14 0.16 0.22
H -8.40 3.24 1.28 0.22
H -5.99 3.73 1.56 0.21
H -4.30 2.15 0.74 0.22
Br 0.98 -6.98 -2.53 0.05
C 0.53 -6.44 -0.77 -0.14
C 0.52 -7.38 0.25 0.01
N 0.22 -7.07 1.50 -0.41
C -0.08 -5.81 1.77 0.06
C -0.10 -4.80 0.81 -0.19
C 0.21 -5.13 -0.50 -0.16
C -0.45 -3.39 1.21 0.78
O -0.49 -3.09 2.40 -0.70
O -0.68 -2.59 0.22 -0.82
H 0.77 -8.42 0.04 0.20
H -0.32 -5.55 2.80 0.22
H 0.19 -4.37 -1.27 0.25


Record 3
88
Properties=species:S:1:pos:R:3:lowdin_charge:R:1 method="wB97M-V/def2-TZVPD" total_charge=+2 homo_energy_ev=-13.40 relative_energy_ev=0.000
Hf 0.48 -0.60 -0.16 1.70
Br 1.31 -0.16 4.77 0.87
C 2.39 -1.05 3.54 -0.59
C 3.66 -1.55 3.92 -0.13
C 4.46 -2.21 3.04 -0.61
Br 6.12 -2.88 3.61 0.87
C 4.04 -2.41 1.70 -0.17
C 4.75 -3.10 0.70 0.03
C 4.22 -3.23 -0.56 -0.01
C 3.00 -2.63 -0.86 -0.11
N 2.29 -1.97 0.05 -0.02
C 2.79 -1.88 1.33 -0.15
C 1.95 -1.24 2.26 -0.36
O 0.75 -0.83 1.78 -0.26
H 3.99 -1.40 4.94 0.11
H 5.71 -3.54 0.94 0.10
H 4.75 -3.76 -1.34 0.13
H 2.59 -2.69 -1.86 0.12
C 4.48 -0.16 -2.70 -0.03
C 3.73 0.90 -1.95 -0.25
C 4.34 2.10 -1.63 0.01
C 3.64 3.14 -1.02 -0.22
C 4.30 4.46 -0.76 -0.02
C 2.31 2.96 -0.66 0.03
C 1.66 1.76 -0.93 -0.28
C 2.38 0.74 -1.60 -0.08
N 0.38 1.38 -0.56 -0.12
C -0.63 2.13 0.19 -0.45
C -0.14 2.69 1.54 -0.07
C -1.30 3.32 2.30 -0.27
C -1.91 4.44 1.45 -0.10
C -2.44 3.87 0.13 -0.27
C -3.49 2.80 0.42 -0.10
C -2.88 1.68 1.27 -0.26
C -2.36 2.26 2.59 -0.10
C -1.71 1.07 0.50 -0.14
C -1.28 3.24 -0.65 -0.06
H 5.02 0.28 -3.54 0.10
H 3.82 -0.93 -3.10 0.07
H 5.22 -0.64 -2.06 0.09
H 5.37 2.26 -1.91 0.13
H 5.37 4.42 -0.94 0.09
H 4.14 4.78 0.27 0.09
H 3.88 5.23 -1.41 0.10
H 1.77 3.77 -0.19 0.11
H 1.88 -0.12 -2.07 0.09
H 0.64 3.43 1.39 0.11
H 0.30 1.87 2.12 0.11
H -0.93 3.73 3.24 0.15
H -1.17 5.22 1.26 0.13
H -2.73 4.92 2.00 0.13
H -2.88 4.66 -0.47 0.15
H -3.88 2.38 -0.52 0.12
H -4.34 3.24 0.95 0.13
H -3.63 0.91 1.47 0.15
H -1.94 1.46 3.22 0.12
H -3.19 2.69 3.15 0.13
H -2.08 0.62 -0.44 0.10
H -1.31 0.27 1.18 0.08
H -0.52 3.99 -0.90 0.13
H -1.63 2.80 -1.59 0.13
C -0.71 -3.51 -2.53 -0.23
P -1.36 -2.41 -1.23 0.92
C -2.66 -1.41 -1.97 -0.41
C -2.31 -0.49 -2.96 -0.12
C -3.26 0.36 -3.49 -0.06
C -4.57 0.30 -3.03 -0.05
C -4.93 -0.61 -2.04 -0.05
C -3.97 -1.47 -1.51 -0.07
C -2.07 -3.43 0.06 -0.40
C -2.47 -4.74 -0.17 -0.07
C -3.05 -5.48 0.85 -0.04
C -3.23 -4.91 2.10 -0.04
C -2.83 -3.61 2.34 -0.05
C -2.25 -2.87 1.33 -0.10
H -1.52 -4.10 -2.96 0.06
H 0.04 -4.18 -2.11 0.06
H -0.27 -2.91 -3.32 0.05
H -1.28 -0.43 -3.32 0.10
H -2.99 1.06 -4.27 0.12
H -5.32 0.97 -3.44 0.12
H -5.95 -0.65 -1.69 0.12
H -4.25 -2.18 -0.74 0.11
H -2.34 -5.20 -1.15 0.11
H -3.36 -6.50 0.66 0.12
H -3.69 -5.49 2.90 0.12
H -2.97 -3.16 3.32 0.12
H -1.94 -1.85 1.53 0.08


Record 4
50
Properties=species:S:1:pos:R:3:nbo_charge:R:1 method="wB97M-V/def2-TZVPD" total_charge=+3 homo_energy_ev="-17.30 / -17.35" multiplicity=3
Mo -0.58 0.04 -0.15 1.48
C 0.18 -2.93 2.74 -0.21
C 1.50 -3.31 2.46 -0.08
C 2.28 -2.51 1.65 -0.19
C 1.74 -1.33 1.10 0.37
N 0.41 -1.02 1.29 -0.56
C -0.32 -1.80 2.14 0.05
N 2.60 -0.48 0.48 -0.41
C 2.30 0.67 0.02 0.47
N 0.98 1.16 -0.13 -0.53
C 1.06 2.55 -0.35 0.45
N 0.07 3.35 -0.22 -0.41
C -1.16 3.02 0.26 0.37
C -2.07 4.07 0.48 -0.19
C -3.29 3.83 1.05 -0.07
C -3.61 2.52 1.45 -0.20
C -2.72 1.52 1.20 0.02
N -1.51 1.73 0.59 -0.50
C 2.45 2.90 -0.58 -0.04
C 3.05 4.11 -0.88 -0.15
C 4.43 4.13 -0.97 -0.13
C 5.19 2.98 -0.75 -0.13
C 4.60 1.77 -0.41 -0.12
C 3.22 1.74 -0.35 -0.12
H -0.44 -3.50 3.42 0.27
H 1.91 -4.21 2.90 0.27
H 3.32 -2.72 1.47 0.28
H -1.34 -1.48 2.33 0.21
H -1.75 5.07 0.19 0.28
H -4.00 4.63 1.21 0.28
H -4.55 2.30 1.94 0.28
H -2.93 0.50 1.49 0.22
H 2.45 5.00 -1.04 0.26
H 4.93 5.06 -1.22 0.26
H 6.27 3.04 -0.82 0.26
H 5.19 0.88 -0.21 0.26
O -1.51 1.37 -2.87 -0.26
C -1.27 0.85 -1.92 0.58
C -3.08 -3.80 -0.49 -0.44
N -2.13 -3.64 -1.59 -0.26
C -2.16 -4.68 -2.61 -0.42
C -1.31 -2.65 -1.68 0.54
O -1.24 -1.68 -0.82 -0.71
H -4.07 -4.01 -0.90 0.26
H -3.13 -2.90 0.12 0.22
H -2.78 -4.64 0.13 0.25
H -2.15 -5.66 -2.13 0.25
H -1.30 -4.61 -3.28 0.24
H -3.08 -4.60 -3.20 0.25
H -0.64 -2.64 -2.53 0.21


| no. | F_max (eV/A) |
| --- | --- |
| 1 | 1.00 |
| 2 | 0.60 |
| 3 | 0.76 |
| 4 | 2.35 |